# 1
Here is a molecular structure, C20H35Br3Cl4F5N2NaO13S from the OMol25 dataset. Energies are from ωB97M-V/def2-TZVPD.

Cartesian coordinates (Å):
Br 7.744 -1.883 2.329
Br 5.784 -1.466 -0.143
Br 5.942 0.732 2.169
Cl 1.072 -2.215 -8.327
Cl -0.199 4.489 -1.828
Cl 2.508 5.028 -0.891
Cl 0.189 5.534 0.864
S 0.847 -0.158 -4.226
Na 4.318 -2.026 -7.049
F -3.379 -4.354 6.225
F -3.310 -4.141 8.380
F -2.006 -5.623 -6.070
F -3.814 -2.440 7.133
F -1.615 5.908 2.674
O -0.755 -3.806 6.501
O 2.050 0.554 -1.774
O 1.848 1.180 0.272
O 0.156 -4.999 -6.224
O -0.148 2.638 7.405
O 4.805 -1.644 -2.811
O -4.158 0.528 -3.692
O -4.430 1.281 -1.573
O 1.957 -3.676 -6.424
O -1.300 -2.124 7.905
O -0.004 -2.851 -5.663
O 4.719 0.213 -3.996
O -2.429 0.636 -2.399
N -1.069 3.017 5.360
N 2.473 1.097 -0.748
C -1.544 -3.172 7.142
C -1.838 1.031 -1.151
C -0.894 3.118 3.918
C 4.321 -1.044 -3.715
C 0.078 -1.692 7.973
C 1.844 -1.610 -3.811
C -1.326 -3.393 -5.580
C 6.080 -1.137 1.736
C -3.754 0.857 -2.468
C -3.045 -3.529 7.216
C -0.059 2.744 6.188
C 0.815 -3.815 -6.149
C -5.873 2.199 -4.197
C -2.395 3.224 5.915
C -1.045 -4.878 -5.488
C 0.851 4.541 -0.385
C 3.201 -1.681 -4.534
C 3.837 1.659 -0.826
C -5.560 0.741 -3.951
C 0.437 -0.820 6.794
H 0.370 -1.382 5.861
H 3.448 -2.743 -4.580
H 2.026 -1.669 -2.738
H 1.452 -0.438 6.898
H 4.086 2.099 0.131
H 0.149 2.940 3.657
H 1.612 0.806 -4.750
H -5.690 2.795 -3.305
H 0.733 -2.559 8.050
H 4.420 0.492 -4.871
H 0.338 0.263 -3.052
H 1.237 -2.439 -4.166
H -1.844 2.116 -1.057
H -0.247 0.024 6.722
H -1.855 -3.002 -4.715
H -5.243 2.594 -4.996
H -2.718 2.332 6.456
H -0.805 0.683 -1.167
H -3.089 3.440 5.109
H -0.884 -5.244 -4.471
H 0.929 3.529 -0.008
H -2.346 0.581 -0.302
H -5.777 0.151 -4.840
H -1.186 4.122 3.561
H -1.875 -3.141 -6.488
H 4.503 0.837 -1.059
H -6.152 0.336 -3.131
H 0.904 2.609 5.663
H -2.381 4.059 6.615
H -6.918 2.317 -4.481
H -1.518 2.367 3.424
H 3.104 -1.281 -5.542
H 3.838 2.412 -1.609
H 5.292 -1.644 2.272
H 0.162 -1.131 8.901

**Net charge**: 0
**Energy**: -12493.08368 Ha

***

# 2
Here is a molecular structure, C20H35BrF6N3O7PS4 from the OMol25 dataset. Energies are from ωB97M-V/def2-TZVPD.

Cartesian coordinates (Å):
Br -2.621 4.289 1.967
S -4.712 -3.787 -1.636
S -2.051 -4.246 -1.593
S 4.265 -0.941 3.619
S 1.606 -0.092 2.610
P -0.021 3.286 0.791
F -7.226 -4.320 -2.065
F -1.500 -6.806 -1.367
F 0.178 -5.556 -1.907
F -6.061 -6.038 -1.462
F -5.883 -5.267 -3.470
F -1.332 -6.040 -3.377
O -1.746 -4.076 -0.200
O -4.789 -2.659 -2.516
O -4.985 -3.533 -0.256
O 1.670 -5.023 1.677
O 2.011 -0.179 -3.779
O 3.992 0.186 -2.826
O -1.561 -3.213 -2.466
N -3.496 -4.774 -1.913
N 2.410 -2.605 2.771
N -0.031 5.894 0.048
C 3.309 0.053 -3.785
C -2.608 1.471 -1.064
C -6.047 -4.923 -2.192
C 1.303 0.410 -2.690
C -1.128 -5.755 -2.092
C 0.741 2.158 -0.366
C 2.691 -4.326 1.027
C 0.331 7.270 0.434
C 0.769 4.913 0.741
C -1.807 3.353 0.467
C 1.070 -2.711 2.171
C 1.224 1.876 -2.908
C 3.392 -3.401 1.982
C 2.813 -1.317 2.997
C 2.103 1.346 3.542
C 0.643 2.723 -1.787
C 0.218 2.655 2.462
C -2.412 1.950 0.369
C 0.620 -4.143 1.972
C 1.705 2.654 2.869
H 0.356 -2.273 2.832
H -3.605 1.111 -1.177
H -1.002 5.779 0.278
H 0.322 -0.011 -2.678
H 4.057 -2.784 1.419
H 1.272 7.293 0.946
H -1.944 3.908 -0.437
H 1.925 3.444 3.555
H -1.731 1.294 0.879
H -0.188 1.671 2.549
H 2.314 -3.805 0.171
H -0.406 7.649 1.123
H -0.380 2.989 -1.973
H 2.336 2.828 2.013
H 1.771 0.140 -1.761
H 1.053 -2.255 1.202
H 1.197 3.642 -1.797
H -2.373 2.216 -1.796
H -0.344 3.284 3.118
H 1.753 4.820 0.327
H 0.331 7.910 -0.419
H -0.039 -4.046 1.126
H 0.048 -4.488 2.804
H 1.753 1.966 -0.075
H -3.321 1.923 0.927
H 3.383 -5.059 0.666
H 0.588 2.021 -3.758
H 3.945 -4.014 2.665
H 0.212 1.229 -0.289
H 0.915 5.198 1.778
H 3.723 0.125 -4.781
H 1.666 1.324 4.524
H 2.178 2.265 -3.200
H 3.163 1.316 3.690
H -1.972 0.632 -1.247

**Net charge**: 0
**Energy**: -6581.20756 Ha

***

Number 1: F_max 2.4 eV/A, LUMO energy -3.2 eV. Number 2: F_max 2.1 eV/A, LUMO energy -0.9 eV.